#A
Entry from the Open Molecules 2025 dataset: C18H24N4O4S2 in the gas phase (wB97M-V/def2-TZVPD).

Frontier orbital gap (eV): 8.1
HOMO (eV): -8.2
E_LUMO (eV): -0.120
SMILES: Cc1ccc(OCC(=O)Nc2nnc(S(=O)(=O)N3CCCCCC3)s2)cc1C
Spin multiplicity: 1

Geometry as XYZ:
```
52
Properties=species:S:1:pos:R:3:nbo_charge:R:1
C 0.01540 3.39651 2.66617 -0.638
C 0.99566 2.73124 1.75351 -0.027
C 1.26868 3.25914 0.50232 -0.171
C 2.13434 2.63964 -0.38333 -0.318
C 2.73871 1.45097 -0.01136 0.371
C 2.49816 0.92661 1.25494 -0.294
C 1.63521 1.54806 2.14066 0.007
C 1.36406 0.93607 3.47894 -0.643
H 0.30484 0.69599 3.56539 0.238
H 1.94315 0.02604 3.61504 0.213
H 1.61566 1.63236 4.27788 0.218
H 2.99717 0.00776 1.52847 0.216
O 3.59394 0.71997 -0.80863 -0.526
C 3.43714 0.74741 -2.21043 -0.177
C 3.31094 -0.69549 -2.67949 0.684
O 4.03080 -1.22740 -3.48056 -0.546
N 2.32098 -1.42674 -2.03978 -0.648
C 1.29457 -0.95106 -1.28203 0.239
N 0.66839 0.16214 -1.49598 -0.309
N -0.30485 0.39861 -0.63470 -0.224
C -0.45183 -0.51254 0.25573 -0.288
S 0.65811 -1.83987 0.11102 0.412
S -1.73026 -0.58027 1.51242 2.354
O -1.46378 -1.78461 2.23723 -0.937
O -1.73442 0.66781 2.20734 -0.925
N -3.13424 -0.74694 0.70723 -0.698
C -3.82006 0.41499 0.20151 -0.217
H -4.89067 0.28637 0.40077 0.194
C -3.59634 0.67921 -1.28754 -0.421
H -4.23243 1.52071 -1.56887 0.212
H -2.55793 0.97538 -1.44566 0.226
C -3.92011 -0.52057 -2.18034 -0.406
H -4.89533 -0.93552 -1.92049 0.191
C -2.84448 -1.60793 -2.12036 -0.405
C -2.98422 -2.61522 -0.97010 -0.417
C -3.58652 -2.05969 0.32761 -0.225
H -4.67585 -2.01528 0.24669 0.204
H -3.33061 -2.73039 1.15105 0.238
H -3.62508 -3.44107 -1.28599 0.211
H -1.99962 -3.03567 -0.75421 0.206
H -2.85419 -2.17191 -3.05569 0.214
H -1.87471 -1.11124 -2.06346 0.200
H -3.98135 -0.16274 -3.21032 0.216
H -3.45455 1.25836 0.78829 0.240
H 2.40883 -2.43224 -2.12565 0.424
H 2.54458 1.30101 -2.51608 0.230
H 4.32835 1.18320 -2.67566 0.213
H 2.32278 3.08458 -1.34827 0.216
H 0.78881 4.17898 0.20095 0.207
H -0.82482 2.72505 2.83910 0.240
H -0.35505 4.31953 2.22779 0.211
H 0.47057 3.62400 3.62914 0.211
```



#B
Entry from the Open Molecules 2025 dataset: C18H24N4O4S2 in the gas phase (wB97M-V/def2-TZVPD).

Frontier orbital gap (eV): 7.0
HOMO (eV): -7.4
E_LUMO (eV): -0.459
SMILES: CCOC(=O)N1CCN(C(=O)CCCCn2c(=S)[nH]c3ccsc3c2=O)CC1
Spin multiplicity: 1

Geometry as XYZ:
```
52
Properties=species:S:1:pos:R:3:nbo_charge:R:1
C -5.05227 -2.58205 0.56602 -0.614
C -4.21854 -1.40438 1.08674 -0.093
H -4.41713 -1.22220 2.13298 0.186
H -4.60750 -0.50350 0.55284 0.214
O -2.93007 -1.72294 0.84907 -0.474
C -2.46106 -1.31323 -0.14048 0.895
O -3.11292 -0.86740 -0.94591 -0.665
N -1.10333 -1.47429 -0.35666 -0.455
C -0.37251 -1.08127 -1.49538 -0.192
H -0.98504 -0.91255 -2.20753 0.224
H 0.20600 -0.01028 -1.14626 0.150
C 0.52762 -2.13303 -1.92786 -0.251
N 1.44773 -2.83748 -0.81261 -0.474
C 2.77032 -2.35741 -0.42844 0.666
O 3.25581 -2.86019 0.43260 -0.532
C 3.48398 -1.72884 -1.38622 -0.567
C 3.33225 -0.34768 -1.39908 -0.361
C 3.56372 0.33630 0.01323 -0.306
C 3.15079 1.91026 0.05848 -0.145
N 1.56803 1.86503 0.41594 -0.448
C 1.05183 1.50074 1.44321 0.384
S 1.91437 1.20532 2.98731 -0.421
N -0.26372 1.63443 1.75712 -0.568
C -1.18201 1.89773 0.86781 0.256
C -0.60048 2.35213 -0.78536 -0.484
C 0.90194 2.22112 -0.82065 0.660
O 1.34616 2.30101 -1.87011 -0.563
S -1.81616 2.69101 -1.71065 0.544
C -3.12047 2.20290 -0.36954 -0.244
C -2.49338 1.85222 0.80209 -0.389
H -3.10288 1.77981 1.55306 0.235
H -4.10738 2.31018 -0.86862 0.252
H -0.56542 1.33004 2.64602 0.438
H 3.23953 2.28949 -0.77609 0.199
H 3.45848 2.18904 1.01543 0.253
H 4.72225 0.62915 0.11916 0.191
H 3.22120 -0.25279 0.53658 0.154
H 2.26092 0.04648 -1.45335 0.193
H 3.90619 0.35489 -2.17834 0.214
H 4.48863 -1.75762 -1.18498 0.239
H 3.43128 -2.15438 -2.35303 0.240
C 0.45708 -3.07676 0.61886 -0.227
H 1.15429 -3.52954 1.21336 0.257
C -0.35835 -2.15864 0.90018 -0.256
H -1.09420 -2.31511 1.57155 0.248
H 0.47588 -1.28617 1.28106 0.180
H 0.07394 -4.09617 0.06120 0.189
H 1.38967 -2.03075 -2.60737 0.225
H 0.07107 -2.99561 -2.27614 0.211
H -4.91070 -3.44112 1.00234 0.197
H -4.86910 -2.58554 -0.63254 0.222
H -6.14857 -2.42070 0.57475 0.213
```



Tell me which of them is the least stable. Sure, it is #B.



#A
Entry from the Open Molecules 2025 dataset: a molecular structure, C12H35N4SbSe4SiV (wB97M-V/def2-TZVPD).

Frontier orbital gap (alpha / beta) (eV): 4.4 / 4.2
HOMO (alpha / beta) (eV): -0.4 / -0.4
E_LUMO (alpha / beta) (eV): 4.002 / 3.866
Charge: -2
Spin multiplicity: 4
<S²>: 3.79

Geometry as XYZ:
```
58
Properties=species:S:1:pos:R:3:lowdin_spin:R:1
V -0.10350 0.19887 -0.69839 2.009
N -1.90064 0.05036 0.49409 0.009
C -2.04904 0.69824 1.81189 0.004
C -2.39476 2.18016 1.71220 0.000
C -1.27956 3.11530 1.22271 0.000
C -1.18557 3.30679 -0.29049 0.002
N -0.56320 2.22015 -1.09271 -0.005
H -2.64031 0.46718 -0.16924 0.003
H -2.15644 -0.92875 0.58792 0.003
H -1.13157 0.57200 2.38829 0.000
H -2.85795 0.22242 2.37564 0.000
H -2.68355 2.49225 2.72226 0.000
H -3.27014 2.28987 1.06243 0.000
H -0.31684 2.82713 1.65478 0.000
H -1.49588 4.11460 1.61826 0.000
H -0.62603 4.22153 -0.49368 0.000
H -2.20357 3.43554 -0.66816 0.000
H 0.21857 2.62667 -1.61403 0.001
H -1.31372 2.00237 -1.78831 0.000
N -1.34551 -0.69418 -2.15562 -0.006
C -0.95903 -1.25812 -3.45818 0.006
C -0.73097 -2.75552 -3.40804 0.001
C 0.41589 -3.21274 -2.50158 0.000
C 0.12811 -3.16147 -1.00005 -0.001
N 0.54357 -1.89974 -0.35556 0.001
H -2.02416 -1.31608 -1.72138 0.002
H -2.03511 0.15242 -2.30885 0.001
H -0.04601 -0.77673 -3.79574 0.007
H -1.74703 -1.04653 -4.18698 -0.001
H -0.52669 -3.09432 -4.42813 0.000
H -1.65865 -3.25464 -3.09540 0.000
H 1.31423 -2.62696 -2.71588 0.000
H 0.64277 -4.25290 -2.75668 0.000
H 0.64532 -3.99612 -0.51721 -0.001
H -0.94015 -3.30808 -0.81565 0.000
H 1.52943 -1.74382 -0.55920 0.005
H 0.47878 -1.98685 0.65278 0.002
Se 3.34306 1.06965 -5.92037 0.261
Sb 1.69628 1.74344 -4.26095 0.323
Se 2.05530 0.30010 -2.22032 0.125
Se -3.73745 1.31227 -1.89568 -0.003
Se 1.69109 4.02589 -3.39812 0.269
C 1.90093 -2.12547 2.67067 0.000
Si 1.78734 -0.22606 2.62048 -0.005
C 0.68642 0.21858 4.09469 0.001
C 3.51392 0.37539 3.09867 -0.003
C 1.27947 0.46678 0.98942 -0.020
H 2.36275 -2.43808 3.61471 0.000
H 2.51574 -2.52324 1.85802 0.000
H 0.91565 -2.60355 2.62383 0.000
H 1.19539 -0.03171 5.03160 0.000
H -0.26414 -0.32223 4.07744 0.000
H 0.45904 1.28914 4.11300 0.000
H 3.84210 -0.02054 4.06598 -0.001
H 3.52955 1.46904 3.15451 0.000
H 4.24329 0.07739 2.33766 0.000
H 2.21692 0.54558 0.42226 0.009
H 1.03627 1.51734 1.21441 -0.001
```



#B
Entry from the Open Molecules 2025 dataset: a molecular structure, C12H35N4SbSe4SiV (wB97M-V/def2-TZVPD).

Frontier orbital gap (alpha / beta) (eV): 5.1 / 4.3
HOMO (alpha / beta) (eV): -0.6 / -0.6
E_LUMO (alpha / beta) (eV): 4.432 / 3.679
Charge: -2
Spin multiplicity: 4
<S²>: 3.82

Geometry as XYZ:
```
58
Properties=species:S:1:pos:R:3:lowdin_spin:R:1
V -1.73084 -1.55146 0.15124 2.160
N 0.23518 -1.37364 1.42253 0.013
C 0.88931 -0.54748 2.44794 0.002
C -0.00652 -0.24758 3.63957 0.001
C -1.21431 0.64198 3.33531 0.001
C -2.49566 -0.07666 2.90959 0.001
N -2.68548 -0.07499 1.44533 0.003
H -0.08968 -2.25219 1.83807 0.016
H 0.91358 -1.62122 0.70479 0.002
H 1.20315 0.39249 1.99008 0.000
H 1.78781 -1.06374 2.81118 0.000
H 0.62486 0.25924 4.37627 0.000
H -0.32503 -1.19176 4.09964 0.001
H -0.92817 1.35951 2.55332 0.001
H -1.43802 1.23513 4.22673 0.000
H -3.35577 0.40750 3.38228 -0.001
H -2.50020 -1.12166 3.22787 0.003
H -2.43299 0.83613 1.06066 0.002
H -3.68399 -0.20203 1.24691 0.004
N -0.61099 -3.04844 -1.12303 0.005
C -0.75378 -3.27496 -2.57578 0.002
C 0.55433 -3.35542 -3.36960 0.000
C 1.17752 -2.01524 -3.80315 0.001
C 2.23624 -1.39009 -2.89998 0.000
N 1.71621 -0.97607 -1.59974 0.003
H 0.33217 -2.71427 -0.92737 0.003
H -0.76177 -3.90763 -0.60211 0.004
H -1.37114 -2.47702 -2.99046 0.001
H -1.32497 -4.19471 -2.69938 0.000
H 0.31688 -3.90882 -4.28312 0.000
H 1.29530 -3.96153 -2.83207 0.000
H 0.37425 -1.28916 -3.96521 0.002
H 1.66425 -2.16362 -4.77283 0.000
H 2.67692 -0.54472 -3.44435 0.000
H 3.04179 -2.11873 -2.74306 0.000
H 0.81199 -0.51095 -1.72059 0.008
H 2.31125 -0.25998 -1.19518 0.000
Se -4.59645 -3.79502 -2.51878 -0.030
Sb -4.01579 -2.21910 -0.79620 0.047
Se -2.11997 -0.13258 -1.75725 0.321
Se -2.38286 -3.51293 1.52349 0.385
Se -5.91437 -1.13088 0.24016 0.002
C 2.26050 3.82251 -1.33088 0.000
Si 1.22084 3.50143 0.24687 0.004
C 2.56354 3.18410 1.56125 0.001
C 0.46762 5.20386 0.61933 0.001
C -0.01723 2.23054 0.25461 0.026
H 2.86670 4.73626 -1.28075 0.000
H 1.58944 3.89817 -2.19064 0.000
H 2.93379 2.97900 -1.51845 0.000
H 3.27309 4.01482 1.64405 0.000
H 3.13946 2.28557 1.31357 0.000
H 2.10002 3.02562 2.53843 0.000
H 1.20045 6.01601 0.56344 0.000
H 0.01665 5.20647 1.61427 0.000
H -0.32670 5.41657 -0.10249 0.000
H -0.97390 2.39484 -0.23843 0.003
H 0.26149 1.17853 0.29215 0.002
```



Tell me which of them is the least stable. Sure, it is #B.